Run a
This record from the Open Molecules 2025 dataset describes C44H53F6N7O7PS3Ti as an isolated structure. The level of theory is ωB97M-V with the def2-TZVPD basis set.

```
122
C44H53F6N7O7PS3Ti | the Open Molecules 2025 dataset | ωB97M-V with the def2-TZVPD basis set
Ti -0.08380 0.09508 -0.15078
N 0.72297 8.22691 0.31436
C 0.88211 7.05307 0.99125
C 2.10868 6.37026 0.95678
C 2.26015 5.17392 1.61633
C 1.18703 4.62846 2.31666
C -0.03045 5.29880 2.37204
C -0.18526 6.49785 1.71389
S 1.41256 3.17794 3.22422
O 0.48911 3.18708 4.32404
O 2.80898 2.93682 3.40509
N 0.84609 1.88137 2.20555
C 1.31387 0.60533 2.55814
N 1.51963 0.32591 3.82535
C 2.10688 -0.84311 4.08234
C 2.47306 -1.72453 3.08162
C 2.10462 -1.38797 1.79545
N 1.51920 -0.21740 1.51845
H 1.53163 8.70507 -0.04038
H -0.08363 8.79619 0.49724
H 2.94333 6.79524 0.41371
H 3.20726 4.65265 1.59567
H -0.85112 4.88850 2.94529
H -1.13108 7.02333 1.75775
H 2.27025 -1.07746 5.12704
H 2.95279 -2.66633 3.29685
H 2.25767 -2.05770 0.96074
C -3.71094 3.10629 -2.90877
C -3.06103 1.86867 -2.28475
C -3.43754 0.65191 -3.14214
P -1.21476 1.93868 -1.99031
C -0.75768 3.71167 -2.31800
C 0.72241 3.93142 -2.62582
C -1.25702 4.68584 -1.24642
C -0.47365 1.18555 -3.45353
C -0.71962 1.58145 -4.76665
C 0.03130 1.09709 -5.82589
C -0.24068 1.51882 -7.24286
C 1.07298 0.21797 -5.52749
C 1.33877 -0.18949 -4.23355
C 0.54601 0.27915 -3.18265
N 0.75979 -0.10306 -1.83617
C 1.85024 -1.02166 -1.60924
C 1.71102 -2.37936 -1.93411
C 0.49638 -2.91190 -2.63595
C 2.77255 -3.23500 -1.67085
C 3.97563 -2.77658 -1.14309
C 5.11644 -3.71968 -0.88210
C 4.11361 -1.41445 -0.90608
C 3.07488 -0.52023 -1.13983
C 3.31894 0.95088 -0.93585
H -4.78535 2.92980 -2.99158
H -3.34248 3.28545 -3.92051
H -3.57020 4.01788 -2.33286
H -3.48180 1.72629 -1.28577
H -3.25689 0.86199 -4.19638
H -4.49984 0.43525 -3.01706
H -2.88039 -0.24859 -2.89652
H -1.30792 3.90061 -3.24557
H 1.35023 3.66448 -1.77975
H 0.87869 4.99292 -2.83375
H 1.04537 3.37036 -3.50252
H -0.52352 4.78966 -0.45235
H -2.19965 4.37892 -0.78685
H -1.41568 5.67070 -1.69169
H -1.50586 2.30042 -4.97077
H -1.09768 2.18894 -7.29789
H -0.44962 0.65569 -7.87633
H 0.61864 2.03696 -7.67123
H 1.69672 -0.15559 -6.33151
H 2.16412 -0.86070 -4.04144
H -0.38161 -2.28466 -2.49255
H 0.68593 -2.95530 -3.71112
H 0.26819 -3.92158 -2.30265
H 2.66303 -4.28940 -1.89991
H 4.78799 -4.75726 -0.90791
H 5.56992 -3.52829 0.09086
H 5.89794 -3.59608 -1.63396
H 5.05975 -1.03131 -0.53790
H 4.32436 1.20415 -1.27166
H 3.25204 1.22726 0.11987
H 2.60660 1.56524 -1.48414
C -1.68192 0.78948 4.14201
N -2.80090 1.60740 3.57739
C -3.02868 2.80905 4.42401
C -2.57706 1.95907 2.11881
C -3.00647 0.83025 1.21621
C -4.36012 0.48415 1.28033
C -4.87974 -0.54337 0.51711
C -4.04083 -1.22815 -0.34824
C -2.70663 -0.86705 -0.43686
C -2.14835 0.16362 0.33062
H -0.82957 1.44538 4.27965
H -1.46986 -0.01803 3.44712
H -2.00456 0.37621 5.09361
H -3.63495 1.01814 3.60307
H -2.10374 3.38289 4.44192
H -3.27064 2.48195 5.43214
H -3.84542 3.39370 4.00808
H -1.52822 2.21269 2.02406
H -3.17151 2.85549 1.93440
H -5.03210 1.03673 1.93384
H -5.92619 -0.80567 0.59448
H -4.42504 -2.03857 -0.95509
H -2.08813 -1.42424 -1.13636
F -3.00550 -4.03349 0.89550
C -1.75224 -4.11793 0.47538
F -1.30783 -5.34813 0.63788
F -1.72393 -3.81527 -0.82249
S -0.65468 -2.93473 1.45124
O -0.27354 -1.89116 0.47806
O 0.42817 -3.74702 1.89887
N -1.53617 -2.23632 2.51919
S -1.99061 -3.03666 3.84202
O -2.04532 -4.45037 3.65629
O -1.37425 -2.46076 4.99568
C -3.75361 -2.49963 3.94432
F -4.30115 -3.09534 4.99364
F -4.43786 -2.80287 2.85343
F -3.84121 -1.16222 4.13474
O 0.63233 3.00543 0.21787
C 0.56043 1.95524 0.79971
```

Results
net charge: +1
LUMO level: -2.93 eV
Kohn-Sham gap: 0.274 Eh

Löwdin atomic charge list, values in e, 5 entries: 0.996 0.133 -0.308 -0.006 -0.042

Run b
This record from the Open Molecules 2025 dataset describes C44H53F6N7O7PS3Ti as an isolated structure. The level of theory is ωB97M-V with the def2-TZVPD basis set.

```
122
C44H53F6N7O7PS3Ti | the Open Molecules 2025 dataset | ωB97M-V with the def2-TZVPD basis set
Ti 0.53212 -0.66107 0.05235
N -5.48989 -3.65982 4.73053
C -4.27295 -3.57008 4.09831
C -3.57341 -4.72555 3.72911
C -2.37852 -4.63247 3.04571
C -1.85636 -3.38375 2.74046
C -2.54103 -2.22421 3.09301
C -3.73975 -2.31622 3.76302
S -0.36577 -3.27955 1.83815
O 0.02132 -4.59765 1.41616
O 0.63246 -2.56180 2.62080
N -0.67119 -2.26628 0.59939
C -1.99188 -2.14295 0.16794
N -2.74111 -3.22145 -0.00279
C -4.01538 -3.00589 -0.31173
C -4.53684 -1.73482 -0.47250
C -3.64667 -0.68523 -0.33173
N -2.37121 -0.87027 -0.01261
H -5.72049 -4.53053 5.17702
H -5.82698 -2.84294 5.20985
H -3.98267 -5.69875 3.97116
H -1.85143 -5.52316 2.73145
H -2.14071 -1.25381 2.82977
H -4.27661 -1.41493 4.03404
H -4.63318 -3.88874 -0.43735
H -5.57855 -1.56925 -0.70414
H -3.97201 0.34056 -0.46706
C 2.98917 3.27600 -1.72803
C 1.62303 3.90208 -1.43054
C 1.66483 4.69695 -0.12235
P 0.27765 2.66338 -1.45802
C -1.34995 3.47775 -1.36424
C -2.42011 2.56910 -0.75383
C -1.74990 3.99217 -2.75010
C 0.50946 1.59724 -2.88986
C 0.82885 2.32951 -4.05249
C 1.13001 1.74285 -5.25906
C 1.43425 2.55125 -6.48805
C 1.14569 0.34481 -5.28300
C 0.83513 -0.39484 -4.16924
C 0.47873 0.18106 -2.93222
N 0.12475 -0.70434 -1.89555
C -0.61461 -1.85608 -2.40652
C -1.86389 -1.63763 -3.02306
C -2.40615 -0.26279 -3.29713
C -2.61106 -2.71944 -3.45991
C -2.16368 -4.02705 -3.32565
C -3.01934 -5.18379 -3.76027
C -0.90374 -4.21693 -2.79047
C -0.10702 -3.16037 -2.35582
C 1.27962 -3.49098 -1.88823
H 3.72805 4.07631 -1.77988
H 3.01000 2.73418 -2.67229
H 3.28587 2.59914 -0.92748
H 1.35141 4.58458 -2.24487
H 1.99313 4.06433 0.70100
H 0.70549 5.13103 0.15057
H 2.38492 5.50678 -0.24141
H -1.17467 4.32227 -0.69433
H -2.39652 1.57412 -1.18582
H -3.39984 3.00614 -0.95308
H -2.28892 2.46794 0.31907
H -1.92782 3.16637 -3.44039
H -1.00381 4.65650 -3.18978
H -2.67524 4.55917 -2.65064
H 0.84447 3.41278 -4.00337
H 1.52069 3.61208 -6.25557
H 0.64653 2.43412 -7.23428
H 2.36877 2.22765 -6.94770
H 1.41340 -0.17163 -6.19789
H 0.85564 -1.47420 -4.23237
H -2.02482 0.46730 -2.59586
H -3.49572 -0.26023 -3.24915
H -2.11973 0.06486 -4.30137
H -3.57729 -2.53046 -3.91824
H -3.32456 -5.07938 -4.80258
H -3.92924 -5.23763 -3.15854
H -2.49099 -6.12961 -3.65207
H -0.50660 -5.22310 -2.71424
H 1.60395 -4.42809 -2.34034
H 1.30386 -3.63136 -0.80605
H 1.99602 -2.71518 -2.14778
C 3.17002 -3.67406 3.72419
N 3.35859 -2.61992 2.69553
C 4.62668 -1.88207 2.90979
C 3.23311 -3.21325 1.31738
C 3.53939 -2.23214 0.21935
C 4.80343 -2.39497 -0.35489
C 5.25941 -1.58369 -1.37592
C 4.42864 -0.57236 -1.82012
C 3.17475 -0.41402 -1.25018
C 2.65586 -1.22874 -0.23099
H 3.09891 -3.20313 4.70143
H 4.02594 -4.34542 3.69323
H 2.25197 -4.21094 3.50730
H 2.58427 -1.95325 2.79539
H 5.46095 -2.56357 2.75391
H 4.63297 -1.50225 3.92805
H 4.67927 -1.05329 2.21235
H 2.23084 -3.62435 1.25885
H 3.93929 -4.04334 1.28797
H 5.44325 -3.19199 0.00857
H 6.23788 -1.73985 -1.80999
H 4.74311 0.08952 -2.61839
H 2.57948 0.38261 -1.67107
F 1.13748 -1.17976 5.11152
C 0.39324 -0.12047 4.79676
F 0.56465 0.81095 5.72500
F -0.87749 -0.47657 4.76388
S 0.96091 0.55306 3.14149
O -0.02901 0.06415 2.16747
O 2.29703 0.04786 2.99802
N 0.95096 2.09192 3.28596
S -0.34509 2.92832 2.90256
O -1.54958 2.49313 3.53784
O -0.39044 3.21914 1.48655
C 0.13807 4.52120 3.68878
F 1.29566 4.95165 3.19313
F 0.24226 4.37789 4.99914
F -0.80824 5.41393 3.41217
O 1.56835 1.14622 0.31303
C 0.49656 1.36390 -0.23013
```

Results
net charge: +1
LUMO level: -3.07 eV
Kohn-Sham gap: 0.260 Eh

Löwdin atomic charge list, values in e, 5 entries: 1.087 0.117 -0.307 -0.015 -0.046

Energies in eV, measured from the most stable structure: run a 0.077; run b 0.000.

Run a
This record from the Open Molecules 2025 dataset describes a 4-piece molecular cluster, C2H10NO5 overall. The level of theory is ωB97M-V with the def2-TZVPD basis set.

```
18
C2H10NO5 | the Open Molecules 2025 dataset | ωB97M-V with the def2-TZVPD basis set
C 1.11315 -0.17938 2.09185
N 0.98921 -0.14477 0.65248
C -0.30163 -0.10094 -0.00222
O -0.25784 -0.28996 -1.23152
O -1.23064 0.11724 0.79800
H 0.57454 -1.03146 2.51938
H 0.69531 0.72105 2.53452
H 2.16053 -0.28233 2.36182
H 1.86524 -0.16710 0.16057
H 1.59050 -1.49579 -1.01734
H 1.51532 -2.45663 -2.14241
O 2.17777 -1.98319 -1.62694
H -2.66368 -0.62647 -1.88022
H -1.95972 0.56083 -2.41491
O -2.64429 -0.06878 -2.66445
H -0.52804 2.19530 0.40308
H -1.92626 2.34212 0.86005
O -1.16946 2.89027 0.59826
```

Results
net charge: -1
LUMO level: 3.81 eV
Kohn-Sham gap: 0.330 Eh

natural (NBO) atomic charge list, values in e, 5 entries: -0.395 -0.737 0.861 -0.808 -0.805

Run b
This record from the Open Molecules 2025 dataset describes a 4-piece molecular cluster, C2H10NO5 overall. The level of theory is ωB97M-V with the def2-TZVPD basis set.

```
18
C2H10NO5 | the Open Molecules 2025 dataset | ωB97M-V with the def2-TZVPD basis set
C -0.48880 -2.05807 0.05781
N -0.84328 -0.67118 -0.14418
C 0.11872 0.39029 0.23526
O -0.39978 1.49947 0.44154
O 1.25246 -0.02614 0.29363
H -0.33722 -2.12882 1.25302
H 0.46262 -2.32040 -0.41740
H -1.39343 -2.68251 -0.16775
H -1.73123 -0.27095 0.11216
H -1.22521 0.87972 2.53072
H -0.33841 1.98342 2.36408
O -1.05934 1.68171 2.94241
H 1.56110 3.11987 -0.49423
H 0.38809 2.20668 -0.90259
O 0.82782 3.03842 -1.17847
H 0.41186 -1.13463 -2.14506
H 1.77425 -1.72527 -2.12241
O 1.01978 -1.78161 -2.65857
```

Results
net charge: -1
LUMO level: 3.76 eV
Kohn-Sham gap: 0.329 Eh

natural (NBO) atomic charge list, values in e, 5 entries: -0.408 -0.755 0.860 -0.818 -0.766

Energies in eV, measured from the most stable structure: run a 0.000; run b 0.795.